Density functional theory data (ωB97M-V/def2-TZVPD) for a cluster of 12 separate species, C32H90N2O24 in total in a non-equilibrium geometry.

Each line ends with the Löwdin charge.
Positions of all 148 atoms, in Å:
C1 2.91 -12.82 9.88  -0.09
O1 3.90 -11.87 10.31  -0.23
C2 4.41 -10.82 9.45  -0.17
C3 4.93 -9.68 10.40  -0.22
N1 6.22 -9.92 10.99  -0.06
C4 6.63 -8.76 11.83  -0.16
C5 6.74 -7.41 11.00  -0.16
O2 5.56 -6.54 11.22  -0.17
C6 5.40 -5.52 10.23  -0.09
H1 3.46 -13.38 9.13  0.08
H2 2.01 -12.41 9.42  0.08
H3 2.59 -13.44 10.72  0.08
H4 3.65 -10.48 8.75  0.11
H5 5.20 -11.27 8.85  0.11
H6 4.08 -9.73 11.10  0.12
H7 5.00 -8.73 9.87  0.10
H8 6.02 -10.66 11.66  0.10
H9 7.62 -8.93 12.25  0.11
H10 5.85 -8.65 12.59  0.11
H11 6.86 -7.65 9.94  0.08
H12 7.70 -7.06 11.37  0.11
H13 4.36 -5.22 10.11  0.07
H14 5.72 -5.88 9.25  0.06
H15 5.93 -4.57 10.32  0.08
C7 2.03 -1.48 0.08  -0.08
O3 0.81 -2.18 -0.29  -0.18
C8 0.16 -2.99 0.69  -0.20
C9 -0.58 -2.22 1.87  -0.18
N2 0.19 -1.30 2.75  -0.03
C10 1.20 -2.06 3.59  -0.19
C11 2.20 -1.27 4.37  -0.20
O4 2.73 -0.31 3.41  -0.23
C12 3.94 0.30 3.99  -0.06
H16 2.50 -0.92 -0.73  0.09
H17 2.77 -2.10 0.57  0.07
H18 1.87 -0.77 0.90  0.05
H19 0.79 -3.76 1.11  0.10
H20 -0.61 -3.50 0.11  0.11
H21 -1.24 -2.86 2.45  0.11
H22 -1.31 -1.52 1.47  0.10
H23 0.76 -0.67 2.20  0.06
H24 1.67 -2.91 3.10  0.11
H25 0.66 -2.52 4.42  0.09
H26 2.99 -1.96 4.66  0.10
H27 1.84 -0.65 5.19  0.12
H28 4.68 -0.42 3.62  0.07
H29 3.79 0.40 5.07  0.08
H30 4.22 1.26 3.56  0.08
O5 3.82 0.51 9.66  -0.05
C13 4.74 -0.59 9.44  -0.23
C14 4.50 -1.85 10.15  -0.28
O6 3.29 -2.51 9.92  -0.04
H31 3.16 0.50 8.96  0.05
H32 4.77 -0.85 8.38  0.11
H33 5.75 -0.30 9.72  0.12
H34 4.65 -1.80 11.23  0.14
H35 5.42 -2.34 9.84  0.08
H36 2.60 -1.98 10.34  0.09
O7 6.37 -7.38 7.42  -0.08
C15 5.60 -7.58 6.22  -0.23
C16 6.25 -7.98 5.00  -0.20
O8 6.82 -9.32 5.13  -0.06
H37 6.78 -8.19 7.73  0.07
H38 4.74 -8.24 6.37  0.13
H39 5.15 -6.60 6.06  0.11
H40 6.97 -7.20 4.71  0.13
H41 5.50 -7.92 4.21  0.12
H42 6.18 -9.94 4.78  0.11
O9 2.08 -5.33 9.14  -0.07
C17 1.96 -6.71 9.20  -0.24
C18 0.52 -7.14 9.49  -0.24
O10 0.18 -6.82 10.80  -0.04
H43 1.81 -5.01 10.00  0.10
H44 2.28 -7.15 8.25  0.12
H45 2.75 -7.17 9.79  0.11
H46 0.30 -8.20 9.39  0.12
H47 -0.12 -6.64 8.77  0.10
H48 -0.26 -5.97 10.80  0.09
O11 -2.48 -3.00 6.67  -0.03
C19 -1.13 -3.16 6.47  -0.29
C20 -0.41 -4.17 7.33  -0.29
O12 0.74 -4.52 6.70  -0.04
H49 -2.66 -2.06 6.65  0.09
H50 -1.07 -3.57 5.47  0.11
H51 -0.60 -2.21 6.39  0.12
H52 -1.00 -5.03 7.63  0.11
H53 -0.19 -3.69 8.28  0.11
H54 1.39 -4.73 7.37  0.04
O13 -0.07 -1.10 10.89  -0.10
C21 -0.88 -0.78 9.72  -0.15
C22 -0.04 0.27 8.87  -0.23
O14 1.00 -0.30 8.12  -0.08
H55 0.13 -0.31 11.39  0.08
H56 -1.03 -1.67 9.11  0.10
H57 -1.73 -0.23 10.14  0.12
H58 0.51 0.94 9.53  0.11
H59 -0.67 0.83 8.19  0.11
H60 0.73 -1.21 7.96  0.05
O15 6.78 -3.59 2.90  -0.06
C23 5.42 -3.76 2.85  -0.25
C24 5.00 -4.87 1.84  -0.24
O16 5.43 -6.05 2.41  -0.06
H61 7.24 -4.42 3.10  0.09
H62 5.09 -3.94 3.88  0.10
H63 5.10 -2.75 2.63  0.11
H64 5.30 -4.85 0.79  0.12
H65 3.91 -4.78 1.76  0.10
H66 5.38 -6.65 1.66  0.09
O17 6.16 -4.14 6.38  -0.08
C25 5.21 -3.10 6.77  -0.18
C26 3.84 -3.76 6.61  -0.21
O18 2.99 -2.76 7.20  -0.09
H67 6.28 -4.67 7.17  0.06
H68 5.40 -2.86 7.81  0.09
H69 5.18 -2.20 6.15  0.12
H70 3.75 -4.74 7.08  0.11
H71 3.65 -3.96 5.56  0.10
H72 3.30 -2.40 8.03  0.03
O19 8.96 -6.35 7.60  -0.06
C27 9.54 -7.50 8.16  -0.23
C28 9.65 -8.81 7.26  -0.22
O20 8.49 -9.56 7.11  -0.10
H73 8.02 -6.51 7.47  0.03
H74 10.59 -7.28 8.37  0.11
H75 9.16 -7.78 9.14  0.10
H76 10.29 -9.53 7.78  0.11
H77 9.95 -8.78 6.21  0.12
H78 8.01 -9.25 6.34  0.01
O21 10.40 -0.01 4.44  -0.09
C29 9.98 -1.43 4.60  -0.14
C30 8.83 -1.46 5.71  -0.15
O22 9.08 -0.67 6.91  -0.09
H79 10.05 0.28 3.60  0.07
H80 9.64 -1.86 3.66  0.11
H81 10.85 -2.03 4.87  0.11
H82 8.64 -2.52 5.87  0.11
H83 7.86 -1.19 5.30  0.11
H84 9.33 0.16 6.51  0.10
O23 7.65 -1.78 9.26  -0.10
C31 8.79 -1.95 10.09  -0.19
C32 9.93 -2.78 9.28  -0.15
O24 10.66 -1.80 8.45  -0.12
H85 7.84 -1.16 8.56  0.06
H86 9.08 -0.97 10.45  0.12
H87 8.54 -2.50 10.99  0.10
H88 9.48 -3.54 8.64  0.10
H89 10.70 -3.26 9.87  0.10
H90 10.01 -1.26 7.99  -0.03

The HOMO energy comes out at -8.646 eV. Its SMILES is COCCNCCOC.COCCNCCOC.OCCO.OCCO.OCCO.OCCO.OCCO.OCCO.OCCO.OCCO.OCCO.OCCO. The spin multiplicity is 1. The strongest force on any atom is 0.0747 hartree/bohr. Its molecular weight is 887.1 g mol⁻¹. The value obtained for the orbital gap is 8.7 eV. The energy above the lowest of the compared OMol25 structures with the same formula, charge and spin is 113.34 kcal/mol.

Density functional theory data (ωB97M-V/def2-TZVPD) for a cluster of 11 separate species, C32H91N5O17 in total in a non-equilibrium geometry.

Each line ends with the Löwdin charge.
Positions of all 145 atoms, in Å:
C1 -0.93 -0.66 6.08  -0.11
O1 -0.18 0.49 5.80  -0.20
C2 1.19 0.25 5.53  -0.20
C3 2.03 1.58 5.35  -0.34
C4 1.89 2.53 6.52  -0.08
N1 1.69 2.25 4.01  0.05
H1 -0.80 -1.13 7.06  0.09
H2 -0.71 -1.44 5.32  0.08
H3 -1.97 -0.30 6.08  0.09
H4 1.61 -0.35 6.38  0.13
H5 1.27 -0.46 4.73  0.08
H6 3.07 1.23 5.31  0.14
H7 0.89 2.93 6.77  0.08
H8 2.46 3.45 6.43  0.07
H9 2.25 2.14 7.45  0.06
H10 0.69 2.10 3.93  0.06
H11 2.05 1.57 3.33  0.04
C5 0.20 7.91 3.41  -0.11
O2 -0.50 6.69 3.39  -0.19
C6 0.35 5.57 3.10  -0.22
C7 0.69 5.35 1.68  -0.46
C8 -0.46 5.30 0.65  -0.03
N2 1.46 4.11 1.56  0.05
H12 0.99 7.99 4.15  0.08
H13 -0.56 8.69 3.60  0.10
H14 0.65 8.04 2.47  0.06
H15 1.27 5.69 3.73  0.14
H16 -0.17 4.61 3.48  0.15
H17 1.34 6.19 1.48  0.12
H18 -1.02 4.40 0.98  0.08
H19 -0.13 5.11 -0.33  0.02
H20 -1.12 6.18 0.77  0.09
H21 1.87 3.77 2.44  0.04
H22 2.23 4.24 0.89  0.08
C9 -0.89 -3.89 -5.78  -0.07
O3 -0.67 -3.18 -4.53  -0.22
C10 -0.17 -4.01 -3.47  -0.20
C11 -0.45 -3.38 -2.13  -0.37
C12 -1.96 -3.30 -1.77  -0.03
N3 0.20 -2.06 -2.00  0.07
H23 0.04 -4.15 -6.30  0.09
H24 -1.47 -3.17 -6.34  0.08
H25 -1.44 -4.81 -5.70  0.07
H26 -0.71 -4.96 -3.48  0.12
H27 0.91 -4.17 -3.68  0.14
H28 -0.02 -4.08 -1.36  0.15
H29 -2.52 -2.85 -2.61  0.09
H30 -2.04 -2.66 -0.94  0.04
H31 -2.26 -4.34 -1.67  0.08
H32 1.13 -1.95 -2.24  0.05
H33 -0.34 -1.25 -2.35  0.08
C13 -0.30 3.18 -7.34  -0.11
O4 -0.06 1.80 -7.50  -0.20
C14 -0.68 0.87 -6.57  -0.14
C15 0.11 0.90 -5.24  -0.48
C16 1.55 0.67 -5.43  -0.04
N4 -0.47 -0.01 -4.27  0.05
H34 0.29 3.82 -8.00  0.09
H35 -0.06 3.49 -6.28  0.09
H36 -1.27 3.50 -7.64  0.07
H37 -1.69 1.23 -6.36  0.12
H38 -0.65 -0.10 -7.07  0.12
H39 -0.08 1.84 -4.89  0.08
H40 1.53 -0.18 -6.20  0.11
H41 2.11 0.36 -4.51  0.10
H42 2.03 1.50 -5.93  0.08
H43 -0.33 -0.95 -4.54  0.04
H44 -1.49 0.09 -4.20  0.10
C17 -2.65 0.63 1.81  -0.10
O5 -2.83 -0.20 0.68  -0.26
C18 -3.68 -1.30 1.05  -0.18
C19 -4.68 -1.60 -0.11  -0.42
C20 -5.68 -0.41 -0.26  -0.04
N5 -5.18 -2.91 0.26  0.03
H45 -3.45 1.36 1.88  0.09
H46 -1.72 1.27 1.69  0.10
H47 -2.52 0.02 2.71  0.09
H48 -3.02 -2.15 1.23  0.10
H49 -4.33 -1.00 1.88  0.12
H50 -4.10 -1.69 -1.03  0.12
H51 -6.51 -0.82 -0.78  0.05
H52 -5.20 0.39 -0.86  0.08
H53 -6.01 0.06 0.72  0.10
H54 -5.27 -3.60 -0.48  0.08
H55 -6.07 -2.89 0.80  0.10
O6 -1.19 -6.73 2.60  -0.05
C21 -2.05 -6.52 1.50  -0.25
C22 -2.87 -5.31 1.55  -0.26
O7 -2.13 -4.12 1.45  -0.07
H56 -0.35 -7.09 2.37  0.07
H57 -1.35 -6.43 0.60  0.15
H58 -2.60 -7.40 1.40  0.10
H59 -3.44 -5.22 2.44  0.12
H60 -3.54 -5.29 0.67  0.12
H61 -1.43 -4.27 2.06  0.04
O8 5.04 -2.01 0.78  -0.10
C23 5.09 -2.84 -0.45  -0.15
C24 3.99 -3.97 -0.46  -0.27
O9 2.74 -3.44 -0.55  -0.05
H62 4.50 -1.20 0.72  0.08
H63 4.92 -2.11 -1.23  0.12
H64 6.00 -3.34 -0.45  0.08
H65 4.20 -4.56 0.50  0.14
H66 4.18 -4.61 -1.36  0.13
H67 2.43 -3.12 0.28  0.04
O10 0.28 1.95 -2.40  -0.06
C25 -0.46 2.38 -1.25  -0.21
C26 -1.96 2.36 -1.52  -0.25
O11 -2.54 1.10 -1.75  -0.09
H68 -0.09 1.21 -2.79  -0.02
H69 -0.28 1.65 -0.40  0.11
H70 -0.09 3.36 -0.90  0.07
H71 -2.04 2.89 -2.48  0.13
H72 -2.44 2.92 -0.72  0.11
H73 -2.61 0.59 -0.89  0.07
O12 0.55 -4.21 2.85  -0.06
C27 1.29 -3.82 3.98  -0.23
C28 2.78 -3.85 3.68  -0.16
O13 3.01 -2.84 2.64  -0.10
H74 0.74 -3.52 2.20  0.05
H75 1.10 -2.78 4.27  0.09
H76 1.09 -4.46 4.91  0.15
H77 3.16 -4.84 3.40  0.13
H78 3.32 -3.49 4.51  0.10
H79 3.84 -2.84 2.19  0.04
O14 2.84 3.66 -1.89  -0.07
C29 2.15 4.81 -2.49  -0.21
C30 2.20 4.76 -4.00  -0.22
O15 1.58 5.98 -4.48  -0.10
H80 2.21 2.94 -1.84  0.03
H81 1.11 4.80 -2.15  0.09
H82 2.55 5.73 -2.14  0.11
H83 1.76 3.83 -4.35  0.10
H84 3.20 4.92 -4.39  0.12
H85 0.60 5.88 -4.40  0.10
O16 2.60 -0.08 1.98  -0.08
C31 1.48 0.06 1.13  -0.23
C32 0.32 -0.91 1.35  -0.21
O17 0.63 -2.13 0.73  -0.14
H86 2.65 -1.03 2.23  0.05
H87 1.07 1.09 1.22  0.10
H88 1.78 0.04 0.11  0.10
H89 -0.59 -0.53 0.85  0.09
H90 0.05 -0.99 2.42  0.13
H91 0.51 -1.98 -0.27  0.05

The HOMO energy comes out at -8.833 eV. Its SMILES is COC[C@H](C)N.COC[C@H](C)N.COC[C@H](C)N.COC[C@H](C)N.COC[C@H](C)N.OCCO.OCCO.OCCO.OCCO.OCCO.OCCO. The spin multiplicity is 1. The strongest force on any atom is 0.0878 hartree/bohr. Its molecular weight is 818.1 g mol⁻¹. The value obtained for the orbital gap is 9.4 eV. The energy above the lowest of the compared OMol25 structures with the same formula, charge and spin is 63.16 kcal/mol.

Q: Which of these has the highest orbital gap?
A: C32H91N5O17

Q: molecular weight of number 1 (C32H90N2O24)?
A: 887.1 g mol⁻¹